No. 1
ORCA calculation (ωB97M-V with the def2-TZVPD basis set) on a structure of composition C38H34AsCl2F5N2O3OsTe.

```
87
C38H34AsCl2F5N2O3OsTe, DFT ωB97M-V with the def2-TZVPD basis set
Te -2.96 0.64 -2.19
H -1.38 -8.10 1.35
C 1.28 3.19 -0.36
C -0.61 -1.99 5.30
C -2.52 -5.14 2.59
H -2.95 0.98 6.06
H -5.43 -2.69 -1.25
H 1.90 5.48 0.74
C -1.98 -0.75 6.87
N -1.08 -0.76 1.07
C 2.14 -2.35 -2.14
H 2.03 -3.61 2.26
H -3.07 -7.62 1.56
Cl 1.36 1.39 4.51
C -2.54 -0.56 8.26
F -1.31 2.13 0.60
C 1.14 -1.50 -1.69
C 1.97 4.95 2.80
C 1.44 -4.01 1.43
C 1.77 4.69 1.47
C -4.54 -2.31 -0.76
H 2.02 4.12 4.79
H 1.97 -2.98 -3.00
H -3.26 0.82 3.17
H -2.03 -1.19 8.98
C -1.65 -6.09 2.10
H 1.95 -4.89 1.04
N 5.22 -4.00 -2.30
C 4.40 -3.28 -1.94
H 4.55 -1.59 0.12
H 1.60 4.01 -1.01
H 1.45 -3.25 0.65
C 1.84 3.92 3.74
C -0.37 -5.68 1.73
C -3.32 -2.96 -0.93
O 0.89 2.16 -0.94
C -3.46 -0.67 0.63
H 2.78 -0.10 0.93
C -3.24 -2.87 3.23
F -3.65 1.95 -0.98
F -4.63 0.78 -3.09
H -5.55 -0.63 0.13
C 0.03 -4.36 1.85
C 2.59 -0.72 0.06
C 1.34 -0.68 -0.57
H -4.17 -3.08 2.71
H -3.60 -0.82 8.28
C -4.61 -1.16 0.01
C -1.11 -1.79 6.58
H -2.27 1.99 4.02
C -2.16 -3.80 2.72
H 0.87 -3.34 6.05
C -2.24 -1.33 0.48
H -0.15 -4.04 4.78
Os -0.14 0.61 0.07
C -2.06 -7.53 1.98
C 3.37 -2.38 -1.49
H -0.80 -2.46 7.37
C -2.18 -2.47 -0.31
Cl 2.42 6.53 3.33
As -0.13 -1.60 2.55
H -3.53 -5.43 2.86
F -2.31 2.07 -3.17
H -2.08 -8.01 2.97
F -2.45 -0.51 -3.62
H -3.01 -1.82 3.08
C 1.23 2.36 1.99
O -1.13 0.30 -1.53
H 0.20 -1.47 -2.21
C 3.59 -1.56 -0.38
C 1.39 3.41 1.05
C -2.30 0.13 5.85
H -3.50 0.26 1.20
H 1.13 -2.91 4.37
C -0.87 -3.40 2.35
H -1.23 -2.96 -0.46
H -3.26 -3.84 -1.55
H 0.33 -6.41 1.34
C -1.83 -0.03 4.55
C 1.49 2.65 3.34
H -2.45 0.48 8.58
C -2.25 1.00 3.55
C -1.00 -1.13 4.26
C 0.36 -3.13 5.11
H -1.59 1.06 2.69
H -3.40 -3.02 4.30
O 0.92 1.13 1.65
```

The spin multiplicity is 5. Its molecular weight is 1125.3 g/mol. The LUMO energy (alpha / beta) comes out at -1.30 / -3.55 eV. For the calculated total energy, the calculation gives -158311.4074 eV. The frontier orbital gap (alpha / beta) comes out at 7.223 / 5.004 eV. The value obtained for the HOMO energy (alpha / beta) is -0.313 / -0.314 Ha.



No. 2
ORCA calculation (ωB97M-V with the def2-TZVPD basis set) on a cluster of 2 separate species, C2H8N3O in total.

```
14
C2H8N3O, DFT ωB97M-V with the def2-TZVPD basis set
H -1.17 2.76 -1.24
C -0.14 -0.97 0.57
O -1.25 -1.35 0.32
N 0.60 1.76 -1.14
N 0.90 -1.02 -0.41
H 1.07 0.84 -1.00
C -0.66 1.82 -1.04
H 1.15 2.57 -1.41
H 1.19 -0.24 1.96
H 1.75 -1.44 -0.06
H -1.22 0.93 -0.77
N 0.21 -0.32 1.72
H -0.43 -0.40 2.49
H 0.57 -1.59 -1.18
```

The spin multiplicity is 1. As for the charge: +1. Its molecular weight is 90.1 g/mol. The LUMO energy comes out at -5.14 eV. For the calculated total energy, the calculation gives -8715.3285 eV. The frontier orbital gap comes out at 9.185 eV. The value obtained for the HOMO energy is -0.527 Ha.



No. 3
ORCA calculation (ωB97M-V with the def2-TZVPD basis set) on a cluster of 2 separate species, CH2N2O in total.

```
6
CH2N2O, DFT ωB97M-V with the def2-TZVPD basis set
H -0.52 -0.10 -0.10
N 0.38 -1.89 1.44
H 0.97 0.33 -0.54
C 0.36 0.35 0.31
O 2.17 -0.70 2.11
N 1.25 -1.27 1.68
```

The spin multiplicity is 1. Its molecular weight is 58.0 g/mol. The LUMO energy (alpha / beta) comes out at -1.04 / -1.04 eV. For the calculated total energy, the calculation gives -6090.0915 eV. The frontier orbital gap (alpha / beta) comes out at 8.840 / 8.824 eV. The value obtained for the HOMO energy (alpha / beta) is -0.363 / -0.363 Ha.